1.
{"formula": "C14H26N3O5S2", "method": "ωB97M-V/def2-TZVPD", "total_energy_ev": -51308.6600, "total_charge": -1, "e_homo_ha": -0.1305, "lumo_energy_ev": 2.32, "homo_lumo_gap_ev": 5.8681, "elements": ["C", "C", "S", "O", "O", "N", "S", "O", "O", "C", "C", "C", "C", "O", "H", "H", "H", "H", "H", "H", "H", "H", "H", "H", "H", "H", "C", "C", "C", "C", "N", "H", "H", "H", "H", "H", "H", "H", "C", "C", "C", "C", "N", "H", "H", "H", "H", "H", "H", "H"], "positions_angstrom": [[2.682, -2.890, -0.059], [2.780, -3.123, -1.447], [3.235, -1.690, -2.469], [4.261, -0.885, -1.841], [3.779, -2.261, -3.696], [1.831, -0.916, -2.779], [1.647, 0.472, -1.869], [2.073, 0.410, -0.349], [2.362, 1.551, -2.533], [-0.115, 0.956, -1.925], [-1.028, 0.103, -1.003], [-1.155, -1.393, -1.420], [-2.410, -1.686, -2.305], [-3.597, -1.837, -1.461], [3.468, -3.185, 0.658], [1.754, -2.413, 0.316], [2.591, -4.090, -1.943], [-0.134, 1.992, -1.521], [-0.467, 1.042, -2.972], [-2.048, 0.542, -1.033], [-0.601, 0.125, 0.018], [-0.248, -1.830, -1.870], [-1.336, -1.962, -0.485], [-2.257, -2.688, -2.764], [-2.561, -0.920, -3.090], [-4.261, -2.367, -1.941], [-5.316, -0.518, 3.515], [-6.271, -1.151, 2.510], [-5.653, -2.339, 1.766], [-4.459, -1.900, 1.011], [-3.537, -1.558, 0.410], [-4.433, -0.108, 3.025], [-5.807, 0.303, 4.041], [-4.989, -1.249, 4.259], [-6.586, -0.391, 1.791], [-7.169, -1.489, 3.035], [-6.382, -2.765, 1.072], [-5.359, -3.120, 2.470], [5.816, 3.809, 0.313], [4.722, 4.573, 1.051], [3.921, 3.686, 2.009], [3.256, 2.595, 1.264], [2.739, 1.765, 0.653], [5.399, 3.023, -0.319], [6.378, 4.483, -0.336], [6.516, 3.351, 1.016], [4.049, 5.026, 0.319], [5.177, 5.391, 1.618], [3.161, 4.276, 2.523], [4.578, 3.248, 2.764]], "nbo_charge": [-0.36, -0.49, 2.25, -0.94, -0.97, -1.22, 2.16, -0.92, -0.99, -0.63, -0.41, -0.45, -0.06, -0.70, 0.19, 0.22, 0.22, 0.24, 0.22, 0.20, 0.24, 0.25, 0.22, 0.16, 0.16, 0.46, -0.61, -0.38, -0.49, 0.21, -0.28, 0.23, 0.21, 0.20, 0.20, 0.20, 0.23, 0.23, -0.62, -0.38, -0.49, 0.24, -0.23, 0.24, 0.20, 0.19, 0.21, 0.19, 0.23, 0.23]}

***

2.
{"formula": "C4H9NO2", "method": "ωB97M-V/def2-TZVPD", "total_energy_ev": -9869.3691, "total_charge": 1, "multiplicity": 2, "e_homo_ha": [-0.5648, -0.5656], "lumo_energy_ev": [-4.96, -8.58], "relative_energy_kj_mol": 176.9, "homo_lumo_gap_ev": [10.4038, 6.8095], "s2": 0.76, "elements": ["O", "C", "C", "C", "C", "O", "N", "H", "H", "H", "H", "H", "H", "H", "H", "H"], "positions_angstrom": [[-1.329, -1.580, 2.262], [-0.412, -1.273, 1.607], [-0.627, -0.436, 0.239], [0.412, 0.677, 0.181], [0.132, 1.594, -0.989], [1.663, 0.026, 0.075], [-0.490, -1.326, -0.850], [0.571, -1.120, 2.099], [-1.638, -0.057, 0.278], [0.396, 1.224, 1.136], [0.860, 2.394, -1.084], [-0.863, 2.030, -0.944], [0.170, 1.029, -1.924], [2.294, 0.682, -0.254], [-1.356, -1.811, -1.074], [0.218, -2.053, -0.757]], "nbo_charge": [-0.27, 0.45, -0.13, 0.09, -0.64, -0.72, -0.52, 0.24, 0.26, 0.20, 0.25, 0.24, 0.23, 0.50, 0.41, 0.41]}

***

3.
{"formula": "C21H16BF2IrNPSSe2", "method": "ωB97M-V/def2-TZVPD", "total_energy_ev": -183290.1961, "total_charge": 1, "multiplicity": 2, "e_homo_ha": [-0.3892, -0.4097], "lumo_energy_ev": [-5.13, -5.16], "relative_energy_kj_mol": 222.3, "homo_lumo_gap_ev": [5.4591, 5.9867], "s2": 0.79, "elements": ["Ir", "Se", "P", "Se", "C", "C", "C", "C", "C", "C", "C", "C", "C", "C", "C", "C", "H", "H", "H", "H", "H", "H", "H", "H", "H", "H", "S", "C", "C", "C", "C", "C", "C", "C", "C", "C", "N", "H", "H", "H", "H", "H", "H", "F", "B", "F"], "positions_angstrom": [[2.294, 0.920, -0.693], [0.502, 0.777, -2.533], [-0.861, 0.893, -0.832], [0.486, 1.738, 0.685], [-1.361, -0.805, -0.433], [-0.970, -1.399, 0.724], [-0.870, -2.889, 0.816], [-1.650, -3.594, -0.242], [-2.136, -2.942, -1.330], [-1.950, -1.555, -1.487], [-2.339, 1.854, -1.121], [-3.563, 1.445, -0.593], [-4.688, 2.227, -0.798], [-4.589, 3.406, -1.524], [-3.368, 3.814, -2.046], [-2.237, 3.041, -1.846], [-0.532, -0.808, 1.520], [-1.154, -3.251, 1.807], [-1.781, -4.664, -0.138], [-2.663, -3.495, -2.097], [-2.258, -1.063, -2.400], [-3.638, 0.524, -0.028], [-5.642, 1.916, -0.394], [-5.471, 4.012, -1.685], [-3.298, 4.733, -2.611], [-1.282, 3.349, -2.252], [4.281, -0.029, 3.255], [4.830, 1.482, 2.714], [4.349, 1.870, 1.488], [3.484, 0.926, 0.901], [3.370, -0.213, 1.773], [2.596, -1.294, 1.456], [2.284, -2.379, 2.356], [1.382, -3.297, 2.000], [0.711, -3.260, 0.678], [1.289, -2.226, -0.220], [2.078, -1.287, 0.148], [5.508, 2.046, 3.340], [4.605, 2.820, 1.042], [2.757, -2.402, 3.329], [1.101, -4.088, 2.685], [0.748, -4.242, 0.201], [0.940, -2.190, -1.250], [3.648, 2.872, -2.274], [2.745, 2.773, -1.285], [2.311, 3.935, -0.804]], "nbo_charge": [0.30, -0.35, 1.03, -0.04, -0.44, -0.14, -0.26, -0.17, -0.18, -0.18, -0.38, -0.20, -0.20, -0.16, -0.19, -0.19, 0.24, 0.25, 0.22, 0.23, 0.23, 0.23, 0.23, 0.23, 0.23, 0.24, 0.48, -0.26, -0.33, -0.06, -0.32, 0.29, -0.27, -0.07, -0.35, 0.28, -0.54, 0.26, 0.25, 0.24, 0.24, 0.27, 0.23, -0.51, 1.09, -0.51]}

***

4.
{"formula": "C41H58N4O5P2S2Sr", "method": "ωB97M-V/def2-TZVPD", "total_energy_ev": -100743.1233, "total_charge": -2, "e_homo_ha": -0.0693, "lumo_energy_ev": 4.30, "relative_energy_kj_mol": 120.8, "homo_lumo_gap_ev": 6.1883, "elements": ["Sr", "C", "N", "C", "C", "N", "C", "C", "C", "C", "C", "C", "C", "S", "C", "C", "C", "C", "C", "C", "S", "H", "H", "H", "H", "H", "H", "H", "H", "H", "H", "H", "H", "H", "H", "H", "H", "H", "H", "C", "C", "C", "P", "C", "C", "C", "C", "C", "C", "C", "C", "C", "C", "N", "C", "C", "C", "C", "C", "C", "C", "C", "C", "H", "H", "H", "H", "H", "H", "H", "H", "H", "H", "H", "H", "H", "H", "H", "H", "H", "H", "H", "H", "H", "H", "H", "H", "H", "H", "H", "H", "H", "H", "H", "O", "N", "O", "C", "O", "P", "O", "C", "O", "C", "H", "H", "H", "H", "H", "H", "H", "H", "H"], "positions_angstrom": [[-0.807, 0.244, -0.557], [0.730, -3.623, -1.097], [-0.260, -3.293, -0.112], [-1.564, -3.769, -0.578], [-2.765, -2.989, -0.160], [-3.014, -1.885, -1.145], [-4.147, -1.112, -0.770], [-3.142, -2.440, -2.523], [-4.037, -3.447, -2.784], [-4.149, -4.063, -4.047], [-3.356, -3.590, -5.070], [-2.497, -2.507, -4.786], [-2.336, -1.912, -3.565], [-1.120, -0.673, -3.396], [-0.006, -3.824, 1.242], [0.241, -5.226, 1.388], [0.286, -5.814, 2.640], [0.159, -4.988, 3.741], [-0.038, -3.652, 3.571], [-0.212, -2.981, 2.329], [-0.635, -1.315, 2.263], [0.654, -4.656, -1.384], [1.724, -3.385, -0.720], [0.541, -3.007, -1.931], [-1.692, -4.824, -0.424], [-1.465, -3.795, -1.661], [-2.608, -2.459, 0.780], [-3.604, -3.669, -0.039], [-5.057, -1.751, -0.697], [-4.354, -0.366, -1.537], [-4.010, -0.626, 0.199], [-4.602, -3.781, -1.940], [-4.824, -4.916, -4.304], [-3.341, -4.005, -6.080], [-1.920, -2.094, -5.614], [0.257, -5.845, 0.523], [0.336, -6.878, 2.715], [0.206, -5.455, 4.689], [-0.172, -3.019, 4.429], [3.112, -0.766, 2.306], [3.120, -1.537, 0.976], [4.446, -2.287, 0.816], [2.516, -0.468, -0.452], [3.342, -1.140, -2.012], [2.661, -0.454, -3.136], [4.884, -0.900, -2.115], [3.198, 1.203, -0.276], [4.533, 1.370, 0.113], [5.160, 2.623, 0.296], [6.628, 2.761, 0.584], [4.308, 3.735, 0.090], [2.971, 3.605, -0.230], [2.321, 2.337, -0.505], [1.035, 2.153, -0.811], [0.205, 3.251, -1.174], [-0.606, 3.896, -0.203], [-0.316, 3.688, 1.240], [-1.612, 4.797, -0.563], [-1.896, 4.971, -1.921], [-3.137, 5.669, -2.400], [-1.043, 4.371, -2.863], [0.025, 3.595, -2.518], [0.935, 3.011, -3.566], [3.234, -1.454, 3.114], [2.213, -0.163, 2.475], [3.887, -0.036, 2.462], [2.302, -2.291, 1.018], [5.299, -1.592, 0.841], [4.503, -2.851, -0.107], [4.600, -2.977, 1.651], [3.046, -2.171, -1.982], [2.808, 0.626, -3.148], [1.638, -0.640, -3.018], [3.029, -0.808, -4.096], [5.061, 0.181, -1.995], [5.260, -1.219, -3.087], [5.450, -1.403, -1.332], [5.108, 0.471, 0.206], [6.875, 3.800, 0.876], [7.158, 2.426, -0.285], [6.863, 2.139, 1.443], [4.672, 4.731, 0.139], [2.318, 4.466, -0.234], [-0.526, 2.676, 1.588], [-0.892, 4.308, 1.883], [0.724, 4.005, 1.491], [-2.181, 5.256, 0.227], [-3.892, 4.979, -2.801], [-2.999, 6.423, -3.198], [-3.575, 6.193, -1.545], [-1.294, 4.555, -3.912], [0.645, 3.307, -4.547], [1.014, 1.882, -3.481], [1.993, 3.294, -3.377], [-2.897, 1.814, -1.445], [-3.315, 2.251, -0.370], [-2.670, 1.839, 0.622], [-3.293, 3.997, 3.616], [-3.090, 3.000, 4.654], [-2.274, 1.589, 4.281], [-3.526, 0.534, 4.361], [-4.304, 0.388, 3.193], [-1.784, 1.303, 5.812], [-1.023, 0.087, 5.993], [-4.349, 4.118, 3.524], [-2.979, 3.636, 2.622], [-2.873, 4.944, 3.968], [-5.225, 0.982, 3.195], [-4.506, -0.707, 3.123], [-3.779, 0.576, 2.208], [-0.999, -0.058, 7.081], [-0.059, 0.219, 5.473], [-1.585, -0.720, 5.559]], "mulliken_charge": [0.92, -1.47, 1.96, -1.11, -1.12, 1.51, -0.91, -1.40, -0.05, -1.02, -0.52, -0.59, 0.81, -0.16, -1.21, -0.65, -0.79, -0.66, -1.17, 0.70, 0.35, 0.55, 0.32, 0.18, 0.26, 0.72, 0.49, 0.11, 0.33, 0.31, -0.17, 0.32, 0.27, 0.34, 0.38, 0.37, 0.39, 0.45, 0.38, -1.65, 2.21, -1.89, 1.34, 0.42, -1.86, -1.60, -0.01, 0.10, 0.25, -1.58, -1.16, -0.97, -1.18, 2.12, -1.07, 1.86, -1.50, -1.15, 1.08, -1.73, -1.16, 0.75, -1.29, 0.50, 0.22, 0.32, -1.30, 0.25, 0.37, 0.50, 0.62, 0.25, 0.19, 0.56, 0.32, 0.47, 0.29, 0.42, 0.34, 0.33, 0.34, 0.36, 0.30, 0.06, 0.47, 0.34, 0.27, 0.27, 0.37, 0.40, 0.25, 0.48, -0.04, 0.26, -0.33, 0.13, -0.16, -0.34, -0.52, 0.72, -0.40, -0.24, -0.45, -0.51, 0.33, -0.13, 0.26, 0.28, 0.26, -0.23, 0.30, 0.17, 0.27]}

***

Max |F| values, unit eV Å⁻¹, following the record order: 11.1, 2.6, 0.1, 2.5.